No. 1
Below is an isolated ion of composition C2H6N4O3P and charge +1 in a non-equilibrium geometry, with properties calculated with ωB97M-V/def2-TZVPD.

As for the energy: -23554.38640 eV. Its strongest force on any atom is 5.61 eV Å⁻¹. As for the structure (SMILES): O=P(O)(O)Cn1cnn[nH+]1. Its net charge is +1. For the energy relative to the best compared isomer or geometry (same formula, charge and spin), the calculation gives 47.3 kcal per mole.

Each line ends with the natural charge from an NBO analysis.
Element x y z (Å)
O (0.686, 1.422, 0.962)  -1.09
P (-0.734, 1.396, 0.344)  2.22
O (-0.828, 2.725, -0.688)  -0.94
O (-1.841, 1.409, 1.611)  -0.94
C (-0.930, -0.224, -0.672)  -0.60
N (0.329, -0.998, -0.392)  -0.12
C (0.525, -1.733, 0.820)  0.23
N (1.858, -2.261, 0.656)  -0.15
N (2.314, -1.835, -0.522)  0.08
N (1.419, -1.073, -1.167)  -0.12
H (0.116, 2.994, -0.828)  0.54
H (-1.275, 1.391, 2.423)  0.54
H (-1.035, 0.013, -1.791)  0.29
H (-1.855, -0.820, -0.353)  0.30
H (-0.219, -1.819, 1.665)  0.30
H (1.471, -0.585, -2.070)  0.47

***

No. 2
Below is C23H28F6I2N7O4S4Sc as an isolated structure in a non-equilibrium geometry, with properties calculated with ωB97M-V/def2-TZVPD.

As for the energy: -139465.42694 eV. Its strongest force on any atom is 1.58 eV Å⁻¹. Its net charge is +2. For the energy relative to the best compared isomer or geometry (same formula, charge and spin), the calculation gives 0.0 kcal per mole.

Each line ends with the Mulliken charge.
Element x y z (Å)
Sc (1.176, -1.023, -0.561)  0.10
F (1.268, 1.396, -3.724)  -0.20
C (-0.061, 1.409, -3.904)  0.61
F (-0.546, 2.436, -3.219)  -0.19
F (-0.325, 1.563, -5.183)  -0.19
S (-0.709, -0.250, -3.289)  1.00
O (-0.310, -0.293, -1.875)  0.00
O (-2.087, -0.335, -3.550)  -0.60
N (0.216, -1.258, -4.085)  -0.56
S (1.335, -1.892, -3.221)  1.10
O (2.125, -0.917, -2.471)  -0.45
O (0.891, -2.904, -2.290)  -0.46
C (2.487, -2.717, -4.436)  0.50
F (3.405, -3.357, -3.716)  -0.18
F (3.071, -1.823, -5.203)  -0.17
F (1.822, -3.593, -5.163)  -0.17
C (-2.910, -2.940, -0.023)  -1.34
C (-1.620, -2.651, -0.475)  -0.17
N (-0.711, -2.021, 0.260)  0.68
C (-1.040, -1.685, 1.533)  0.05
C (-2.299, -2.002, 2.095)  1.18
C (-3.257, -2.612, 1.266)  -0.68
C (-2.555, -1.720, 3.468)  -1.02
C (-1.599, -1.171, 4.253)  -0.95
C (-0.337, -0.788, 3.711)  0.97
C (0.655, -0.182, 4.501)  -0.70
C (1.824, 0.218, 3.902)  -1.10
C (1.983, 0.008, 2.533)  -0.20
N (1.094, -0.599, 1.757)  0.80
C (-0.061, -1.007, 2.342)  -0.25
H (-3.608, -3.421, -0.690)  0.49
H (-1.324, -2.948, -1.477)  0.59
H (-4.244, -2.819, 1.656)  0.49
H (-3.521, -1.985, 3.874)  0.45
H (-1.773, -0.995, 5.304)  0.46
H (0.477, -0.041, 5.556)  0.49
H (2.613, 0.701, 4.454)  0.49
H (2.899, 0.346, 2.068)  0.14
I (1.478, 1.972, -0.484)  0.37
C (3.523, 1.729, -1.312)  -0.97
I (4.297, -0.066, -0.412)  0.13
H (4.183, 2.564, -1.090)  0.60
H (3.440, 1.551, -2.379)  0.30
C (-3.803, 5.670, -1.011)  -1.01
C (-3.757, 5.230, 0.448)  -0.58
N (-2.943, 4.038, 0.616)  -0.10
C (-1.630, 3.864, 0.661)  0.31
S (-1.133, 2.195, 0.608)  -0.42
N (-0.687, 4.784, 0.773)  0.04
C (-0.773, 6.222, 0.994)  -0.56
C (-1.009, 6.550, 2.466)  -1.05
H (-4.492, 6.503, -1.112)  0.37
H (-4.156, 4.860, -1.643)  0.34
H (-2.823, 5.977, -1.369)  0.27
H (-4.762, 4.975, 0.789)  0.44
H (-3.388, 6.027, 1.089)  0.18
H (-3.437, 3.169, 0.460)  0.22
H (0.251, 4.403, 0.815)  0.03
H (-1.553, 6.652, 0.367)  0.20
H (0.179, 6.644, 0.673)  0.41
H (-1.869, 6.011, 2.854)  0.29
H (-1.182, 7.616, 2.580)  0.35
H (-0.142, 6.283, 3.063)  0.35
S (2.526, -3.116, 0.534)  -0.33
C (2.566, -4.716, 0.005)  0.22
N (1.691, -5.319, -0.801)  0.14
C (2.075, -6.699, -1.077)  -0.49
C (3.291, -6.906, -0.148)  -0.54
N (3.496, -5.577, 0.401)  -0.14
H (1.007, -4.819, -1.347)  0.18
H (2.337, -6.820, -2.134)  0.31
H (1.250, -7.377, -0.842)  0.32
H (4.178, -7.240, -0.693)  0.32
H (3.079, -7.623, 0.652)  0.30
H (4.245, -5.338, 1.028)  0.19

***

No. 3
Below is a 2-piece molecular cluster, C3H10NOS2 overall in a non-equilibrium geometry, with properties calculated with ωB97M-V/def2-TZVPD.

As for the energy: -28471.27013 eV. Its strongest force on any atom is 8.81 eV Å⁻¹. Its net charge is +1. For the energy relative to the best compared isomer or geometry (same formula, charge and spin), the calculation gives 79.1 kcal per mole.

Each line ends with the natural charge from an NBO analysis.
Element x y z (Å)
C (0.246, 0.051, -0.791)  -0.20
C (0.957, -1.250, -0.763)  -0.29
C (-1.007, 0.307, -1.068)  -0.40
N (1.576, -1.533, 0.477)  -0.72
O (-2.981, -0.574, 2.516)  -0.84
S (-0.099, -0.027, 2.504)  -0.50
S (-1.863, 0.113, 1.572)  0.82
H (-3.709, -0.156, 2.702)  0.50
H (0.868, 0.693, -0.259)  0.20
H (1.681, -1.245, -1.578)  0.25
H (0.261, -2.131, -1.055)  0.22
H (-1.523, -0.535, -1.528)  0.22
H (-1.395, 1.331, -0.911)  0.25
H (1.196, -0.993, 1.304)  0.44
H (2.607, -1.318, 0.361)  0.44
H (1.547, -2.565, 0.699)  0.45
H (-1.458, -0.992, 0.738)  0.14

***

No. 4
Below is an isolated ion of composition C3H6NOS and charge -1 in a non-equilibrium geometry, with properties calculated with ωB97M-V/def2-TZVPD.

As for the energy: -17574.46217 eV. Its strongest force on any atom is 4.35 eV Å⁻¹. As for the spin multiplicity: 3. Its net charge is -1.

Each line ends with the Löwdin spin population.
Element x y z (Å)
C (0.444, -0.019, -0.920)  0.03
C (-1.008, -0.109, -0.918)  0.01
C (-1.730, 0.021, 0.139)  0.02
N (1.316, 1.215, 1.110)  0.68
O (1.073, 1.069, -0.429)  0.07
S (2.346, 0.206, 1.679)  0.70
H (0.909, -0.922, -0.492)  0.01
H (0.651, -0.101, -2.011)  0.00
H (-1.583, -0.213, -1.865)  0.00
H (-2.841, -0.175, 0.174)  0.00
H (-1.189, 0.096, 1.095)  0.02
H (1.612, -1.068, 2.439)  0.48

***

No. 5
Below is a 2-piece molecular cluster, C9H14O overall in a non-equilibrium geometry, with properties calculated with ωB97M-V/def2-TZVPD.

As for the energy: -11605.47761 eV. Its strongest force on any atom is 5.02 eV Å⁻¹. As for the structure (SMILES): Cc1ccc(O)cc1.CC. For the energy relative to the best compared isomer or geometry (same formula, charge and spin), the calculation gives 49.8 kcal per mole.

Each line ends with the natural charge from an NBO analysis.
Element x y z (Å)
C (1.876, 0.333, -1.163)  -0.63
C (1.190, 0.693, 0.228)  -0.02
C (-0.012, 1.348, 0.090)  -0.20
C (-0.824, 1.678, 1.182)  -0.30
C (-0.473, 1.184, 2.472)  0.30
O (-1.178, 1.732, 3.584)  -0.71
C (0.769, 0.365, 2.632)  -0.24
C (1.548, 0.213, 1.481)  -0.22
H (1.640, 0.958, -1.966)  0.21
H (1.440, -0.726, -1.193)  0.23
H (2.956, 0.335, -1.026)  0.22
H (-0.293, 1.676, -0.951)  0.21
H (-1.724, 2.234, 0.899)  0.22
H (-1.259, 2.754, 3.447)  0.49
H (0.929, -0.026, 3.603)  0.23
H (2.349, -0.494, 1.601)  0.21
C (-1.230, -2.459, -2.272)  -0.61
C (-1.113, -1.164, -1.457)  -0.63
H (-0.392, -3.187, -1.961)  0.20
H (-2.202, -2.906, -2.233)  0.21
H (-0.898, -2.303, -3.243)  0.20
H (-0.934, -1.215, -0.357)  0.21
H (-1.816, -0.407, -1.465)  0.21
H (-0.349, -0.618, -1.931)  0.20

***

No. 6
Below is C19H11Cl4GeNO5PdS2 as an isolated structure, with properties calculated with ωB97M-V/def2-TZVPD.

As for the energy: -163366.66035 eV. Its strongest force on any atom is 0.36 eV Å⁻¹. As for the spin multiplicity: 3. Its net charge is -2.

Each line ends with the Löwdin spin population.
Element x y z (Å)
Pd (-1.963, -1.938, -0.272)  0.87
Cl (-4.261, 4.390, 2.205)  0.01
C (-3.658, 3.096, 1.224)  0.07
C (-3.221, 3.377, -0.099)  0.09
Cl (-3.309, 5.000, -0.693)  0.02
C (-2.733, 2.373, -0.897)  0.06
Cl (-2.196, 2.689, -2.505)  0.01
C (-2.642, 1.018, -0.440)  0.10
O (-2.208, 0.109, -1.181)  0.26
C (-3.084, 0.716, 0.946)  0.08
O (-3.003, -0.436, 1.395)  0.24
C (-3.597, 1.820, 1.720)  0.07
Cl (-4.114, 1.462, 3.326)  0.01
N (-5.033, -2.962, -1.269)  0.00
C (-3.967, -2.669, -0.916)  0.03
O (1.157, -4.219, 1.111)  0.01
S (-0.037, -4.275, 0.301)  0.00
O (-0.203, -5.484, -0.471)  0.00
O (-1.242, -3.788, 0.983)  0.05
S (0.163, -2.768, -1.236)  0.05
Ge (0.305, -0.789, 0.061)  -0.02
C (1.917, -1.140, 1.132)  0.00
C (1.960, -0.678, 2.443)  0.00
C (3.102, -0.837, 3.223)  0.00
C (4.219, -1.460, 2.690)  0.00
C (4.187, -1.929, 1.381)  0.00
C (3.044, -1.773, 0.614)  0.00
C (0.810, 0.490, -1.346)  0.00
C (0.740, 0.222, -2.710)  0.00
C (1.106, 1.185, -3.642)  0.00
C (1.547, 2.432, -3.222)  0.00
C (1.615, 2.715, -1.866)  0.00
C (1.246, 1.749, -0.939)  0.00
H (-0.490, 0.091, 1.079)  -0.01
H (1.085, -0.197, 2.867)  0.00
H (3.112, -0.481, 4.247)  0.00
H (5.110, -1.592, 3.293)  0.00
H (5.053, -2.432, 0.965)  0.00
H (3.011, -2.170, -0.395)  0.00
H (0.380, -0.741, -3.050)  0.00
H (1.033, 0.963, -4.700)  0.00
H (1.822, 3.186, -3.950)  0.00
H (1.943, 3.692, -1.528)  0.00
H (1.291, 1.984, 0.121)  0.00

***

No. 7
Below is C22H30MnS3Se as an isolated structure in a non-equilibrium geometry, with properties calculated with ωB97M-V/def2-TZVPD.

As for the energy: -152463.62033 eV. Its strongest force on any atom is 5.75 eV Å⁻¹. As for the spin multiplicity: 5. Its net charge is -1. For the energy relative to the best compared isomer or geometry (same formula, charge and spin), the calculation gives 32.7 kcal per mole.

Each line ends with the Löwdin spin population.
Element x y z (Å)
Mn (-1.530, -0.490, 0.062)  1.65
C (-0.617, -3.038, 1.322)  0.03
C (-1.218, -2.261, 2.499)  0.08
S (-1.151, -0.453, 2.289)  0.22
C (-2.878, 0.013, 2.679)  0.03
C (-3.990, -0.610, 1.826)  0.05
S (-3.783, -0.324, 0.039)  0.09
C (-4.003, -2.020, -0.617)  0.03
C (-3.048, -3.106, -0.109)  0.04
S (-1.288, -2.698, -0.348)  0.11
H (-0.722, -4.113, 1.510)  0.02
H (0.460, -2.840, 1.273)  0.00
H (-0.635, -2.496, 3.397)  0.02
H (-2.234, -2.599, 2.712)  0.06
H (-2.933, 1.105, 2.600)  0.00
H (-3.057, -0.227, 3.733)  0.03
H (-4.941, -0.146, 2.112)  0.02
H (-4.104, -1.672, 2.048)  0.06
H (-3.917, -1.947, -1.708)  0.00
H (-5.035, -2.324, -0.412)  0.01
H (-3.239, -4.023, -0.678)  0.01
H (-3.260, -3.357, 0.932)  0.04
Se (0.059, -0.901, -1.820)  0.15
C (1.280, -1.216, -3.266)  0.03
C (0.845, -1.095, -4.591)  0.01
C (1.735, -1.325, -5.645)  0.00
C (3.062, -1.677, -5.376)  0.00
C (3.499, -1.799, -4.053)  0.00
C (2.609, -1.569, -2.998)  0.01
H (-0.181, -0.823, -4.805)  0.00
H (1.398, -1.231, -6.669)  0.00
H (3.751, -1.855, -6.192)  0.00
H (4.525, -2.071, -3.845)  0.00
H (2.951, -1.664, -1.976)  0.00
C (1.418, 0.737, 2.519)  0.05
C (1.288, 1.251, 1.070)  0.12
C (2.294, 0.482, 0.196)  0.03
C (-0.078, 0.953, 0.573)  0.93
C (1.480, 2.783, 1.066)  0.02
C (0.522, 3.612, 1.695)  0.01
C (0.639, 5.004, 1.686)  0.00
C (1.724, 5.604, 1.058)  0.00
C (2.690, 4.811, 0.444)  0.00
C (2.570, 3.415, 0.448)  0.00
H (1.296, -0.352, 2.567)  0.00
H (0.658, 1.168, 3.182)  0.00
H (2.399, 0.984, 2.940)  0.01
H (2.084, -0.595, 0.204)  0.00
H (3.322, 0.613, 0.553)  0.00
H (2.253, 0.807, -0.851)  0.00
H (-1.148, 1.200, 0.412)  0.05
H (-0.342, 3.174, 2.190)  0.00
H (-0.122, 5.616, 2.165)  0.00
H (1.816, 6.687, 1.044)  0.00
H (3.539, 5.278, -0.047)  0.00
H (3.348, 2.844, -0.050)  0.00
H (-2.059, 0.777, -0.989)  -0.05